[1]
{"formula": "C2H6N2S", "method": "ωB97M-V with the def2-TZVPD basis set", "e_lumo_ev": 0.78, "orbital_gap_ev": 9.16, "e_tot_ha": -587.4582, "smiles": "CC(=S)NN", "charge": 0, "relative_energy_ev": 1.246, "symbols": ["C", "H", "H", "H", "H", "N", "H", "S", "C", "N", "H"], "coordinates": [[0.33211, 0.30957, 0.06820], [0.85236, 2.35109, -0.00105], [-1.72012, -0.98448, -0.34278], [1.90806, 1.32714, -0.94814], [2.08770, 1.26485, 0.89814], [-0.93267, 0.72013, -0.07250], [-2.40530, 0.14321, 0.90968], [0.70287, -1.28575, 0.00056], [1.34591, 1.37645, 0.00640], [-2.05315, -0.06143, -0.05265], [-1.13600, 1.74312, -0.09643]]}


[2]
{"formula": "C4H11NO3", "method": "ωB97M-V with the def2-TZVPD basis set", "spin_multiplicity": 2, "e_lumo_ev": [-3.76, -9.24], "orbital_gap_ev": [11.89, 6.39], "e_tot_ha": -439.1229, "charge": 1, "relative_energy_ev": 1.897, "symbols": ["H", "H", "H", "N", "H", "C", "H", "H", "C", "O", "O", "H", "C", "O", "H", "H", "H", "H", "C"], "coordinates": [[1.14674, 0.92150, -2.04651], [1.01555, -1.36227, -1.07256], [0.11709, 1.55845, -1.01791], [-0.94305, -1.11544, -0.05087], [-0.33580, -0.97851, -2.11284], [0.08412, -0.73196, -1.09504], [-1.84284, -0.54395, -0.02965], [1.54917, 0.50744, 1.06838], [0.75680, 0.67540, -1.03631], [0.70202, -1.80305, 1.56648], [-2.96793, 1.26417, 0.31786], [-2.35358, 1.30912, 1.06662], [-0.42016, -1.16737, 1.29464], [-1.18250, -0.80282, 2.15362], [2.69255, 0.15867, -0.30294], [1.04616, -2.58383, 0.99774], [2.37264, 1.72757, 0.13461], [-3.29682, 2.18382, 0.13657], [1.85983, 0.78304, 0.02810]]}


[3]
{"formula": "C25H34AuNS", "method": "ωB97M-V with the def2-TZVPD basis set", "spin_multiplicity": 3, "e_lumo_ev": [-6.74, -8.44], "orbital_gap_ev": [7.87, 6.16], "e_tot_ha": -1560.9055, "charge": 2, "relative_energy_ev": 0.000, "symbols": ["N", "H", "H", "H", "H", "C", "C", "H", "H", "Au", "C", "C", "H", "H", "H", "H", "C", "H", "H", "C", "H", "C", "H", "H", "H", "C", "H", "H", "H", "C", "H", "C", "C", "C", "H", "C", "H", "C", "C", "H", "C", "H", "C", "H", "C", "H", "C", "H", "H", "H", "C", "H", "H", "H", "C", "H", "S", "H", "C", "C", "C", "C"], "coordinates": [[-0.77066, -0.77298, 1.96513], [-2.32690, 3.98624, 5.62495], [2.63831, 0.20416, -2.34869], [0.12436, 0.23956, -4.48859], [-2.01315, -3.95743, -0.97086], [0.50845, 2.97145, 4.02860], [-0.10727, -1.37572, 4.73201], [-1.33326, -3.42228, 0.57270], [0.98003, -3.34009, 0.70591], [0.30237, 0.34270, 0.61768], [-0.75543, -2.97818, 6.42756], [-1.76490, -3.06711, -0.37226], [-0.85384, 4.91273, -1.68447], [-2.85556, -3.46039, 6.53770], [2.42788, -2.69076, -0.09974], [-0.99005, 3.36384, 0.23989], [-2.61877, -0.67177, -2.17545], [1.29289, -2.36510, 6.02867], [1.53234, 2.09168, -0.89800], [1.43666, -3.12825, -0.26749], [-2.66683, 0.35370, -2.56069], [-0.32872, 3.73446, 4.83927], [0.07275, 4.60305, 5.35657], [1.59123, -4.09235, -0.77013], [0.65572, 4.99568, -0.76316], [2.49849, -0.87360, -2.17388], [-0.47208, -3.63867, 7.25366], [3.10279, -1.16937, -1.30494], [-3.21284, -0.71336, -1.25030], [-0.40618, 3.06274, -0.64914], [0.61789, 1.26986, 2.68100], [-2.45142, -2.00578, 4.98937], [0.75435, 2.23151, -0.16093], [0.58985, -2.22896, -1.08122], [1.55299, 3.23742, 3.88127], [-1.44115, -1.23871, 4.39739], [0.65346, -0.84667, 4.15491], [1.07011, -1.21762, -1.97289], [0.03725, 4.34303, -1.40009], [0.60106, 4.09879, -2.31505], [-2.09601, -2.86464, 6.03078], [-3.47830, -1.94032, 4.61519], [-0.83169, -2.18011, -1.10537], [-3.24817, 1.99701, 4.38148], [0.24203, -2.25250, 5.76388], [2.92075, -1.39782, -3.04407], [-1.22379, -1.11420, -1.95750], [1.12060, 2.71816, 0.74616], [-0.53725, -1.73558, 2.23558], [-3.09489, -1.33241, -2.91236], [-0.01183, 0.60688, -3.46380], [0.81375, 1.29353, -3.24287], [-2.70956, -2.55037, -0.14490], [1.79335, 1.10386, 0.84147], [-1.30395, 1.45944, 3.58149], [-0.94925, 1.17058, -3.43965], [-1.86334, -0.15429, 3.03159], [-1.10133, 2.47426, -1.27900], [-2.18822, 2.25842, 4.32800], [-0.05186, -0.53439, -2.52070], [-1.67629, 3.37709, 4.99137], [0.00220, 1.84687, 3.39039]]}


[4]
{"formula": "C36H44BrN4S2Si2Sn", "method": "ωB97M-V with the def2-TZVPD basis set", "e_lumo_ev": -4.31, "orbital_gap_ev": 5.20, "e_tot_ha": -5780.7803, "charge": 1, "relative_energy_ev": 0.620, "symbols": ["C", "H", "H", "H", "H", "C", "H", "H", "H", "H", "C", "H", "C", "H", "C", "H", "H", "H", "C", "H", "C", "H", "C", "H", "H", "H", "C", "C", "C", "C", "C", "H", "C", "C", "C", "H", "H", "H", "N", "C", "H", "H", "H", "H", "C", "C", "H", "H", "N", "H", "C", "N", "S", "C", "H", "S", "C", "C", "H", "H", "N", "C", "C", "Si", "H", "Br", "H", "H", "H", "H", "H", "C", "C", "H", "C", "C", "Si", "C", "H", "C", "C", "H", "C", "C", "C", "H", "Sn", "C", "H", "H"], "coordinates": [[7.56785, 20.55743, 8.17658], [12.05294, 14.45831, 16.20755], [9.31743, 15.86294, 16.18892], [12.01166, 9.19493, 11.29123], [12.75591, 15.64405, 7.03034], [14.86233, 13.26692, 5.99330], [10.34542, 20.25147, 10.02452], [9.26832, 21.84359, 8.63853], [14.84403, 14.75001, 10.39797], [7.02823, 21.28820, 7.51339], [10.64196, 17.08439, 8.38875], [12.52713, 14.76391, 11.01190], [7.11894, 11.98237, 14.50847], [10.20730, 13.01708, 6.53824], [6.02631, 10.40221, 13.10197], [10.22461, 14.39787, 5.47953], [7.71385, 9.80390, 9.37432], [4.97590, 11.36004, 14.64794], [10.66204, 13.97274, 6.40414], [15.89771, 13.00280, 5.96216], [14.83243, 12.02034, 12.31940], [12.20282, 10.44151, 10.11654], [9.38910, 19.95586, 9.60885], [9.20497, 11.75403, 16.70382], [12.27728, 13.02672, 15.22578], [9.36069, 15.78221, 14.45202], [7.13794, 10.43360, 12.27191], [10.08003, 16.24469, 7.31225], [8.28826, 11.95091, 13.73822], [8.84388, 18.71784, 9.81472], [13.51651, 11.97638, 12.68450], [9.05002, 16.43443, 7.12724], [10.50063, 14.35432, 8.79302], [13.91172, 12.32581, 5.55458], [9.43004, 8.19430, 11.64849], [10.28893, 12.69864, 17.77605], [12.08551, 14.44682, 14.40204], [8.98003, 9.25807, 8.34116], [10.14075, 16.61568, 9.68395], [9.65502, 17.69014, 10.58041], [7.15331, 12.58926, 15.43548], [10.33986, 18.14824, 8.23408], [6.08146, 19.06667, 7.92751], [5.20137, 9.71720, 12.84592], [10.16425, 15.32301, 9.94246], [13.05531, 14.69710, 6.61281], [8.62557, 13.27842, 17.48389], [9.12432, 17.22297, 11.44597], [9.47170, 12.69843, 14.00874], [9.63879, 7.36199, 10.98231], [5.95624, 11.26004, 14.17559], [10.38993, 14.84594, 7.54862], [10.76962, 12.77362, 9.10277], [8.78445, 20.87673, 8.77471], [7.28475, 17.37533, 9.25279], [9.50636, 14.73067, 11.41182], [12.64302, 12.96361, 12.20151], [8.29150, 11.17772, 12.56116], [15.42053, 11.16730, 12.59039], [11.76239, 16.99462, 8.41784], [9.42548, 11.19008, 11.71004], [14.45645, 14.47343, 6.52568], [12.14998, 13.76836, 6.18052], [9.75784, 9.78451, 10.72079], [11.69208, 8.80249, 9.70314], [17.04858, 12.69219, 10.82554], [15.17318, 15.18316, 6.93235], [8.86816, 10.99875, 8.86510], [8.38965, 8.08065, 12.00828], [10.56870, 16.44419, 6.39706], [7.95411, 15.03011, 15.29694], [13.15364, 13.97221, 11.37907], [14.47114, 14.00013, 11.01662], [11.86008, 11.75479, 5.43857], [7.02090, 19.29662, 8.39410], [9.46622, 12.75472, 17.05988], [9.88363, 13.63343, 15.44300], [15.28668, 12.93429, 11.41548], [14.30111, 11.31074, 5.22423], [8.77662, 9.96580, 9.12701], [11.70708, 13.95722, 15.33523], [7.11913, 9.90044, 11.33316], [12.54775, 12.55156, 5.66834], [9.02326, 15.23194, 15.34568], [7.66628, 18.39054, 9.19426], [13.12631, 11.15775, 13.26918], [10.62467, 12.66191, 12.22829], [11.55102, 9.62914, 10.39109], [10.49047, 18.27865, 10.99624], [10.16568, 8.01163, 12.45814]]}


Taking the records one at a time from the top gives molecular weight values of 90.15, 121.14, 577.59, 851.70 g mol⁻¹.